Record 1
28
Properties=species:S:1:pos:R:3:forces:R:3:nbo_charge:R:1 method="wB97M-V/def2-TZVPD" total_energy_ha=-921.86252 homo_lumo_gap_ha=0.2495 de_lowest_kj_mol=410.7 charge=+1
C -0.311815 -0.617585 0.588438 1.832 0.606 -3.671 0.32
C 2.074332 1.076674 0.641395 0.307 -3.002 -1.627 -0.41
C -0.753747 -1.261031 -2.151491 0.636 -0.119 4.087 -0.37
C 1.411242 1.536762 -0.655915 0.028 0.487 -1.564 -0.52
C -0.257359 0.178004 -2.317896 1.496 0.269 -2.374 -0.54
C 1.163822 0.793993 1.840028 -0.031 1.540 0.459 -0.19
C -1.877055 -1.419069 -1.038778 0.609 0.135 -2.568 -0.19
C 1.076816 0.458288 -1.672653 -1.018 -0.622 1.636 0.34
C -1.002157 -0.012505 2.842670 2.092 -0.635 0.937 -0.46
N 0.001342 -0.102953 1.707385 -0.445 1.583 2.635 -0.41
N -1.440455 -1.159532 0.271323 -1.242 -0.456 2.366 -0.61
Cl 2.346099 -0.444758 -2.236499 0.417 -0.196 -0.144 0.20
H 2.448816 0.059564 0.330901 0.068 0.742 0.684 0.22
H 2.989525 1.623057 0.827253 -0.245 0.395 0.667 0.26
H -1.252905 -1.555148 -2.998129 -0.735 -0.881 -2.251 0.23
H 0.152552 -1.913647 -1.904668 -1.508 0.615 -0.500 0.23
H 0.476917 1.905770 -0.379270 -1.736 1.043 0.231 0.23
H 1.928828 2.372611 -1.219614 -0.148 -0.923 0.672 0.27
H -0.103300 0.191398 -3.485017 -0.034 0.728 2.026 0.27
H -0.938982 0.956159 -2.016097 -0.463 0.096 0.035 0.25
H 1.849898 0.432205 2.589733 -0.027 -0.350 0.524 0.22
H 0.710043 1.719954 2.253124 0.511 -0.189 -0.284 0.20
H -2.735309 -0.725395 -1.278107 0.705 -0.874 0.017 0.20
H -2.175005 -2.464115 -1.088181 -0.444 0.016 -0.206 0.22
H -1.513953 -0.932673 2.770971 -1.292 -0.683 -0.027 0.20
H -0.473685 -0.173184 3.808637 0.056 0.417 -0.650 0.23
H -1.639400 0.867266 2.995158 0.265 -0.092 -0.897 0.23
H -2.155105 -1.390109 0.975296 0.343 0.351 -0.216 0.38

---

Record 2
21
Properties=species:S:1:pos:R:3:forces:R:3:nbo_charge:R:1 method="wB97M-V/def2-TZVPD" total_energy_ha=-706.36870 homo_lumo_gap_ha="0.3538 / 0.3418" de_lowest_kj_mol=436.1 charge=+1
C 1.022056 1.355713 -0.109338 1.718 0.516 -1.976 -0.42
C 2.337797 -0.625130 -0.150974 2.668 2.971 2.093 -0.41
C -3.338799 0.960812 -0.181413 1.154 2.481 1.300 -0.27
C 0.125941 -0.524313 0.950987 0.392 -2.793 0.829 -0.34
N 0.986218 -0.122208 -0.102917 1.157 0.714 1.208 -0.46
O -0.971464 -0.939006 -1.369047 -0.409 -0.439 -0.548 -1.06
O -2.409789 0.145719 0.562785 0.594 -1.972 -0.755 -0.83
P -1.384405 -0.972133 0.042797 -1.708 1.881 2.030 1.95
H 1.005967 1.536310 -1.190052 0.074 0.913 0.347 0.24
H 0.178743 1.732571 0.353810 -1.864 0.790 0.740 0.23
H 1.911225 1.810155 0.359409 -0.297 -0.633 -0.201 0.25
H 2.905497 0.016231 0.681894 -0.879 -2.052 -1.569 0.22
H 2.490895 -1.663407 -0.077546 -0.333 -1.214 0.316 0.25
H 2.746010 -0.252389 -1.067692 0.376 0.010 -0.667 0.23
H -4.370956 0.647132 -0.370823 0.716 -0.954 -0.384 0.22
H -2.738973 1.440284 -0.997451 -1.227 -0.518 0.342 0.20
H -3.433228 1.670263 0.657909 -0.585 0.682 -1.046 0.21
H 0.562336 -0.426835 1.979270 -1.021 -0.057 -0.999 0.27
H 0.222462 -2.767871 0.886061 0.145 1.393 0.047 0.07
H 0.491623 -0.373676 -0.954616 -0.503 -0.518 -0.944 0.48
H -1.956672 -2.020747 0.684235 -0.168 -1.200 -0.160 -0.06

---

Record 3
12
Properties=species:S:1:pos:R:3:forces:R:3:nbo_charge:R:1 method="wB97M-V/def2-TZVPD" total_energy_ha=-1142.84619 homo_lumo_gap_ha=0.3103 de_lowest_kj_mol=261.8
O -0.834321 1.755931 0.540901 -0.884 -2.046 3.597 -0.66
C 0.236438 1.193169 -0.052297 1.145 3.115 -0.768 0.16
S 1.384601 2.167278 -0.750284 -1.151 -1.223 0.759 0.02
C 0.163714 -0.241501 -0.235002 2.995 0.411 1.322 0.07
C 1.369067 -1.011078 0.273392 1.529 1.932 1.144 0.03
F 2.400156 -1.218916 -0.663590 -1.084 0.206 0.904 -0.34
N -0.893249 -0.760446 -0.568380 -3.426 -2.075 -0.687 -0.47
S -2.337746 0.148852 -0.623472 -1.372 -1.955 -1.510 0.20
H -1.264115 1.084837 1.323244 1.638 2.502 -3.184 0.50
H 1.733179 -0.286085 1.138421 -0.049 -1.411 -1.797 0.17
H 1.146892 -1.920500 0.805538 -0.378 -0.644 -0.484 0.19
H -3.104611 -0.911543 -1.188475 1.038 1.189 0.704 0.13

---

Record 4
64
Properties=species:S:1:pos:R:3:forces:R:3:nbo_charge:R:1 method="wB97M-V/def2-TZVPD" total_energy_ha=-1719.01034 homo_lumo_gap_ha=0.3222 de_lowest_kj_mol=7.7 smiles="CCC[C@@]1(C(=O)OC)N[C@@H](c2ccc(OC)c(OC)c2)[C@@H]2C(=O)N(c3ccc4c(c3)OCO4)C(=O)[C@@H]21"
C -0.287027 -5.425307 0.220640 0.003 0.157 -0.220 -0.60
C -0.176685 -4.046945 -0.419165 0.020 0.042 0.297 -0.40
C 0.009759 -2.963794 0.642070 0.228 0.046 -0.341 -0.38
C 0.184056 -1.565479 0.043004 0.082 -0.247 0.251 0.05
C 1.478374 -1.529596 -0.789021 0.018 -0.338 -0.047 0.80
O 2.512540 -2.052348 -0.464183 -0.032 -0.099 0.008 -0.61
O 1.315543 -0.811821 -1.900739 -0.361 0.069 -0.108 -0.53
C 2.451354 -0.578064 -2.725303 0.518 0.014 -0.155 -0.28
N -0.987532 -1.130258 -0.684575 0.076 -0.117 0.024 -0.63
C -1.073435 0.323723 -0.720196 -0.141 0.331 -0.024 -0.05
C -2.490172 0.791185 -0.487967 -0.115 0.064 -0.115 -0.04
C -2.911293 2.020586 -0.965036 0.035 -0.115 0.044 -0.22
C -4.197854 2.459316 -0.708159 -0.124 0.075 0.033 -0.28
C -5.098499 1.694930 0.023959 -0.146 -0.013 0.058 0.21
O -6.379322 2.110859 0.301143 0.293 -0.347 0.080 -0.51
C -6.809782 3.352197 -0.196186 -0.066 0.177 -0.066 -0.25
C -4.678668 0.440603 0.506741 0.120 0.014 -0.010 0.34
O -5.401640 -0.450278 1.242984 0.322 0.135 -0.105 -0.51
C -6.773930 -0.257066 1.499931 -0.468 -0.050 0.159 -0.24
C -3.378628 0.022250 0.242398 -0.198 0.181 -0.012 -0.26
C -0.142579 0.783335 0.421971 -0.126 -0.063 -0.206 -0.32
C 1.156425 1.405157 -0.056646 -0.229 0.009 -0.026 0.73
O 1.298335 2.232630 -0.916364 -0.071 0.157 -0.081 -0.57
N 2.182529 0.843732 0.688910 0.341 0.133 -0.035 -0.53
C 3.538037 1.251028 0.588142 0.343 0.259 -0.015 0.20
C 3.844456 2.602698 0.566656 -0.153 -0.203 0.063 -0.22
C 5.163154 3.035763 0.460970 0.370 -0.135 -0.019 -0.26
C 6.137713 2.070767 0.390482 -0.314 -0.531 0.018 0.22
C 5.822154 0.709226 0.412982 -0.142 0.705 -0.014 0.30
C 4.527514 0.265515 0.506324 0.313 -0.007 -0.033 -0.30
O 6.971654 -0.023358 0.316467 -0.380 -0.215 0.023 -0.49
C 8.026006 0.912636 0.257136 1.207 -0.275 -0.057 0.24
O 7.493376 2.220533 0.286376 -0.319 0.338 0.007 -0.48
C 1.759418 -0.199863 1.509503 -0.391 0.056 0.425 0.72
O 2.426684 -0.742636 2.341995 0.084 -0.110 0.104 -0.54
C 0.317062 -0.474888 1.143769 -0.118 -0.113 -0.040 -0.31
H 0.615087 -5.655697 0.782043 0.081 -0.069 0.084 0.21
H -0.423466 -6.189454 -0.540667 -0.021 -0.138 -0.003 0.21
H -1.134717 -5.462017 0.900918 -0.086 -0.059 0.097 0.20
H -1.082308 -3.840103 -0.992554 -0.012 0.021 -0.086 0.20
H 0.673360 -4.035004 -1.104684 0.004 0.013 -0.087 0.20
H -0.860693 -2.950895 1.299391 -0.012 0.104 0.061 0.21
H 0.897680 -3.184787 1.237244 -0.015 -0.033 0.077 0.23
H 2.673224 0.489761 -2.697576 -0.034 -0.054 0.009 0.21
H 3.303344 -1.151163 -2.356008 -0.075 0.092 -0.107 0.22
H 2.197207 -0.881758 -3.740019 -0.002 0.025 0.065 0.19
H -1.055113 -1.542054 -1.605100 -0.008 0.014 0.029 0.39
H -0.710597 0.751079 -1.666422 -0.043 -0.074 0.178 0.22
H -2.237608 2.643003 -1.534008 0.094 0.084 -0.100 0.22
H -4.498072 3.421627 -1.089791 -0.088 0.085 -0.019 0.22
H -6.779916 3.383143 -1.290215 0.017 0.012 0.040 0.18
H -7.841769 3.454448 0.137273 0.066 0.055 -0.053 0.20
H -6.217188 4.178940 0.208979 -0.012 -0.028 -0.036 0.18
H -7.350113 -0.168953 0.576463 0.028 -0.008 0.074 0.18
H -6.951955 0.622964 2.121136 -0.004 -0.097 -0.058 0.18
H -7.088421 -1.151066 2.038823 -0.004 0.063 -0.040 0.19
H -3.073802 -0.941799 0.614338 -0.012 -0.155 0.033 0.24
H -0.645237 1.497985 1.077499 0.089 -0.009 -0.032 0.26
H 3.051212 3.329801 0.623925 -0.074 0.042 -0.004 0.23
H 5.410757 4.083143 0.440579 0.029 0.150 -0.005 0.23
H 4.283600 -0.783084 0.518956 -0.036 -0.107 0.009 0.26
H 8.596239 0.768010 -0.674163 -0.206 0.046 0.176 0.16
H 8.697282 0.768994 1.119370 -0.227 0.049 -0.151 0.16
H -0.277121 -0.752051 2.013288 0.088 -0.009 -0.016 0.25